# 1
The following is a quantum chemistry calculation of a structure of composition C3HLiO2 in a non-equilibrium geometry, from the OMol25 dataset.

Each line ends with the Löwdin spin population.
Cartesian coordinates (Å):
C1 1.39 -0.11 -2.05  0.000
H1 2.03 0.75 -1.96  0.000
C2 0.65 -1.06 -2.14  0.017
O1 -0.22 -2.33 -2.25  0.183
C3 -0.68 -2.88 -3.29  0.549
Li1 -2.22 -4.82 -4.96  0.012
O2 -1.39 -3.79 -3.55  0.239

- Highest occupied orbital energy (alpha / beta): -13.215 / -14.826 eV
- Multiplicity: 2
- ΔE to the lowest compared entry with this formula, charge and spin: 51.4 kcal per mole
- Total charge: +1
- ⟨S²⟩: 0.75
- Orbital gap (alpha / beta): 8.56 / 9.99 eV

***

# 2
The following is a quantum chemistry calculation of a structure of composition H14O7 in a non-equilibrium geometry, from the OMol25 dataset.

Each line ends with the Löwdin charge.
Cartesian coordinates (Å):
H1 -2.17 3.00 0.10  0.253
H2 -0.23 2.92 0.39  0.177
H3 -1.09 1.03 -1.15  0.055
H4 -1.72 -0.53 -0.94  0.059
H5 -0.78 0.54 1.99  0.139
H6 -2.22 0.12 1.43  0.077
H7 -1.00 -3.25 1.14  0.103
H8 -0.82 -1.81 1.60  -0.061
H9 2.22 -0.93 -0.76  0.125
H10 1.00 -1.30 0.09  0.090
H11 2.02 -1.36 -3.02  0.021
H12 0.87 -0.29 -2.82  0.077
H13 1.99 1.69 1.30  -0.038
H14 1.62 0.55 0.60  -0.099
O1 -1.12 2.23 0.03  -0.326
O2 -1.35 0.10 -1.68  -0.200
O3 -1.48 -0.33 1.97  -0.162
O4 -0.60 -2.35 0.88  -0.092
O5 1.80 -0.66 0.18  -0.085
O6 1.79 -0.59 -2.56  -0.051
O7 1.25 1.22 1.22  -0.063

- Highest occupied orbital energy: -10.368 eV
- Multiplicity: 1
- ΔE to the lowest compared entry with this formula, charge and spin: 129.1 kcal per mole
- Total charge: 0
- Orbital gap: 10.18 eV

***

# 3
The following is a quantum chemistry calculation of a structure of composition C13H18N4Tc in a non-equilibrium geometry, from the OMol25 dataset.

Each line ends with the Löwdin spin population.
Cartesian coordinates (Å):
Tc1 -0.06 0.00 0.20  2.353
C1 3.25 1.22 -2.34  0.075
C2 2.83 0.86 -3.61  0.033
C3 1.59 0.26 -3.74  0.011
C4 0.78 0.03 -2.62  0.073
N1 1.23 0.41 -1.35  0.045
C5 2.41 0.98 -1.23  -0.008
C6 -0.51 -0.58 -2.64  0.055
C7 -1.17 -1.04 -3.80  0.029
C8 -2.43 -1.63 -3.72  0.032
C9 -3.02 -1.74 -2.47  0.063
C10 -2.33 -1.27 -1.33  0.021
N2 -1.14 -0.71 -1.40  0.039
H1 4.21 1.70 -2.15  0.002
H2 3.46 1.04 -4.49  0.000
H3 1.24 -0.03 -4.73  -0.001
H4 2.75 1.27 -0.23  -0.001
H5 -0.68 -0.94 -4.76  0.000
H6 -2.93 -1.98 -4.62  0.000
H7 -4.00 -2.18 -2.33  0.002
H8 -2.81 -1.36 -0.35  0.001
N3 -0.80 1.83 0.90  0.057
C11 0.02 1.80 2.17  0.008
C12 0.05 0.39 2.84  0.007
C13 1.17 -0.64 2.49  0.008
N4 0.78 -1.55 1.34  0.057
H9 -0.67 2.72 0.41  0.009
H10 -1.79 1.82 1.16  0.006
H11 -0.40 2.55 2.85  -0.001
H12 1.03 2.14 1.91  0.003
H13 -0.95 -0.08 2.86  0.001
H14 0.22 0.60 3.90  0.003
H15 1.40 -1.28 3.34  -0.001
H16 2.10 -0.14 2.20  0.003
H17 0.11 -2.24 1.69  0.006
H18 1.59 -2.10 1.03  0.009

- Highest occupied orbital energy (alpha / beta): -23.260 / -22.921 eV
- Multiplicity: 4
- ΔE to the lowest compared entry with this formula, charge and spin: 28.7 kcal per mole
- Total charge: +4
- ⟨S²⟩: 3.79
- Orbital gap (alpha / beta): 6.11 / 4.45 eV

***

# 4
The following is a quantum chemistry calculation of a cluster of 2 separate species, C5H8S in total in a non-equilibrium geometry, from the OMol25 dataset.

Each line ends with the Löwdin spin population.
Cartesian coordinates (Å):
C1 1.32 -1.07 0.93  0.026
C2 -1.35 1.19 1.06  0.070
C3 0.40 -1.92 0.69  0.025
C4 -1.18 0.47 -0.01  0.641
C5 -0.81 1.34 -2.51  0.714
S1 -1.74 0.35 -1.53  0.390
H1 1.37 -0.32 0.21  0.004
H2 1.81 -0.94 1.82  0.001
H3 -1.96 2.07 1.18  0.027
H4 -0.92 0.87 2.02  0.016
H5 -0.25 -1.72 -0.15  0.009
H6 0.28 -2.86 1.22  0.000
H7 -0.37 2.08 -1.85  0.033
H8 -0.40 1.06 -3.49  0.042

- Highest occupied orbital energy (alpha / beta): -6.659 / -10.060 eV
- Multiplicity: 3
- ΔE to the lowest compared entry with this formula, charge and spin: 89.8 kcal per mole
- Total charge: 0
- ⟨S²⟩: 2.02
- Orbital gap (alpha / beta): 7.48 / 8.96 eV

***

# 5
The following is a quantum chemistry calculation of a structure of composition C32H24BrMoN5O4 in a non-equilibrium geometry, from the OMol25 dataset.

Each line ends with the Löwdin spin population.
Cartesian coordinates (Å):
Mo1 -0.31 0.38 -0.50  1.661
O1 -2.57 -0.96 1.08  0.003
C1 -3.84 -0.44 0.97  0.000
C2 -4.96 -1.22 1.22  0.000
C3 -6.22 -0.65 1.14  0.000
C4 -6.37 0.69 0.81  0.000
C5 -5.24 1.46 0.55  0.000
C6 -3.97 0.90 0.63  -0.001
C7 -2.74 1.71 0.32  0.010
O2 -1.99 1.11 -0.75  0.036
N1 -1.84 1.85 1.49  -0.024
N2 -0.61 1.26 1.37  -0.011
C8 0.17 1.22 2.39  0.070
C9 1.56 0.79 2.30  0.005
Br1 2.20 0.53 0.50  0.025
C10 2.36 0.71 3.36  0.039
C11 3.78 0.42 3.55  0.005
C12 4.59 -0.28 2.65  0.010
C13 5.94 -0.44 2.91  -0.001
C14 6.50 0.09 4.07  0.013
C15 5.70 0.75 4.99  -0.001
C16 4.34 0.90 4.73  0.010
H1 -2.64 -1.90 1.29  0.000
H2 -4.84 -2.27 1.49  0.000
H3 -7.09 -1.26 1.33  0.000
H4 -7.36 1.13 0.75  0.000
H5 -5.34 2.50 0.27  0.000
H6 -3.03 2.71 0.02  -0.001
H7 -2.25 1.90 2.40  -0.002
H8 -0.18 1.56 3.35  0.002
H9 1.83 0.97 4.28  0.001
H10 4.17 -0.74 1.77  0.001
H11 6.56 -0.99 2.21  0.000
H12 7.56 -0.03 4.26  0.001
H13 6.12 1.13 5.91  0.000
H14 3.72 1.41 5.46  0.000
O3 -0.82 -1.49 -7.01  0.034
C17 -0.18 -2.27 -6.27  0.000
O4 0.41 -3.34 -6.29  0.003
C18 -0.13 -1.59 -4.84  0.031
C19 -0.19 -2.41 -3.72  0.002
C20 -0.17 -1.83 -2.48  0.015
N3 -0.11 -0.49 -2.34  0.003
C21 0.04 0.30 -3.42  0.006
C22 0.01 -0.21 -4.69  0.005
C23 0.31 1.72 -3.06  0.004
C24 0.52 2.73 -3.97  0.000
C25 0.80 4.01 -3.51  0.007
C26 0.86 4.25 -2.15  0.001
C27 0.64 3.20 -1.29  0.011
N4 0.38 1.95 -1.73  0.001
C28 -0.11 -2.54 -1.18  0.003
C29 -0.10 -3.91 -1.06  0.001
C30 0.08 -4.47 0.20  0.002
C31 0.24 -3.64 1.30  0.002
C32 0.20 -2.27 1.11  0.007
N5 0.03 -1.72 -0.11  0.009
H15 -0.22 -3.49 -3.85  0.000
H16 0.09 0.42 -5.57  0.000
H17 0.47 2.52 -5.03  0.000
H18 0.96 4.81 -4.22  0.000
H19 1.06 5.23 -1.76  0.000
H20 0.67 3.33 -0.22  0.001
H21 -0.23 -4.53 -1.93  0.000
H22 0.11 -5.54 0.31  0.000
H23 0.39 -4.03 2.29  0.000
H24 0.29 -1.59 1.94  0.000

- Highest occupied orbital energy (alpha / beta): -12.310 / -12.167 eV
- Multiplicity: 3
- ΔE to the lowest compared entry with this formula, charge and spin: 2.2 kcal per mole
- Total charge: +2
- ⟨S²⟩: 2.04
- Orbital gap (alpha / beta): 4.70 / 4.22 eV

***

# 6
The following is a quantum chemistry calculation of a structure of composition C28H29BaN13O2 in a non-equilibrium geometry, from the OMol25 dataset.

Each line ends with the Löwdin charge.
Cartesian coordinates (Å):
Ba1 -0.02 1.65 -1.18  1.884
C1 -4.69 -2.19 -1.58  -0.041
N1 -3.92 -1.14 -2.25  -0.115
C2 -3.50 0.03 -1.75  -0.184
N2 -2.40 0.44 -2.35  -0.027
C3 -2.19 -0.55 -3.27  -0.221
N3 -3.06 -1.52 -3.23  0.138
C4 -3.74 -2.92 -0.67  -0.173
C5 -3.60 -4.31 -0.62  0.003
C6 -2.60 -4.89 0.15  -0.041
C7 -1.66 -4.12 0.82  -0.004
C8 -1.79 -2.73 0.76  -0.131
C9 -2.85 -2.16 0.07  0.015
C10 -0.81 -1.76 1.24  -0.272
N4 -0.86 -0.49 1.09  0.065
N5 0.35 0.02 1.57  0.052
C11 1.04 -1.01 1.95  -0.264
O1 0.36 -2.17 1.78  0.164
C12 2.44 -1.03 2.36  -0.129
C13 3.15 -2.19 2.66  0.002
C14 4.52 -2.10 2.81  -0.037
C15 5.19 -0.89 2.61  -0.002
C16 4.48 0.26 2.33  -0.176
C17 5.13 1.58 1.97  -0.040
N6 4.21 2.33 1.11  -0.132
C18 3.60 1.91 0.00  -0.165
N7 2.53 2.66 -0.26  -0.042
C19 2.56 3.55 0.77  -0.223
N8 3.53 3.38 1.62  0.134
C20 3.09 0.19 2.27  0.016
H1 -5.11 -2.82 -2.36  0.137
H2 -5.51 -1.71 -1.04  0.141
H3 -4.02 0.52 -0.94  0.147
H4 -1.39 -0.54 -3.99  0.109
H5 -4.27 -4.95 -1.18  0.126
H6 -2.52 -5.96 0.19  0.118
H7 -0.86 -4.59 1.37  0.124
H8 -2.92 -1.09 0.07  0.091
H9 2.65 -3.15 2.74  0.123
H10 5.09 -2.99 3.04  0.119
H11 6.27 -0.88 2.67  0.127
H12 6.08 1.44 1.44  0.140
H13 5.30 2.22 2.83  0.142
H14 3.93 1.06 -0.57  0.148
H15 1.85 4.36 0.88  0.114
H16 2.50 1.07 2.07  0.107
C21 -2.48 6.18 -1.28  0.026
N9 -2.26 5.24 -0.18  -0.032
C22 -2.69 5.53 1.08  -0.003
C23 -2.46 4.70 2.12  0.025
C24 -1.74 3.50 1.83  -0.364
N10 -1.33 3.19 0.60  0.016
C25 -1.56 4.08 -0.41  -0.574
O2 -1.14 3.83 -1.55  -0.240
N11 -1.44 2.63 2.80  0.201
H17 -3.36 6.76 -1.04  0.101
H18 -2.64 5.61 -2.19  0.099
H19 -1.61 6.82 -1.39  0.111
H20 -3.22 6.47 1.19  0.147
H21 -2.80 4.94 3.11  0.124
H22 -1.72 2.80 3.75  0.127
H23 -0.90 1.80 2.61  0.081
C26 1.55 -4.03 -1.73  -0.004
N12 1.57 -2.98 -2.74  -0.184
C27 1.82 -3.34 -4.14  -0.003
C28 1.37 -1.74 -2.42  -0.297
N13 1.19 -0.64 -2.09  -0.006
H24 2.53 -4.50 -1.68  0.101
H25 0.80 -4.78 -2.01  0.100
H26 1.29 -3.60 -0.77  0.081
H27 2.79 -3.81 -4.23  0.100
H28 1.79 -2.44 -4.75  0.098
H29 1.04 -4.03 -4.48  0.100

- Highest occupied orbital energy: -13.719 eV
- Multiplicity: 1
- ΔE to the lowest compared entry with this formula, charge and spin: 0.0 kcal per mole
- Total charge: +2
- Orbital gap: 8.85 eV

***

> Which value of total charge does entry 3 give?

+4

***

> Among the records above, which one has the highest total charge?

C13H18N4Tc

***

> What is the formula in the fourth record?

C5H8S